[1]
C3H4INO2 | the ωB97M-V functional and the def2-TZVPD basis

LUMO energy	0.06	eV
SMILES	[O-]/[N+](O)=C/C=C/I
largest force on an atom	5.6	eV/Å
total charge	0
DFT total energy	-619.44940	a.u.
Kohn-Sham gap	8.769	eV
energy relative to the best compared isomer or geometry (same formula, charge and spin)	123.56	kcal per mole

Atoms and positions in Å:
O: 1.351456 -0.674562 2.485921
N: 0.770114 -0.225807 1.501500
O: 0.602262 1.156274 1.496352
C: 0.332722 -0.910032 0.509022
C: -0.430264 -0.134611 -0.753442
C: -0.875236 -0.124040 -2.105624
I: -1.832119 1.544675 -2.901269
H: 1.009079 1.474401 2.324117
H: 0.485843 -1.971022 0.509603
H: -0.693951 0.807822 -0.280984
H: -0.719905 -0.943098 -2.785198

Cartesian forces (eV/Å) of the 3 atoms listed first:
0.327 -0.206 0.692
0.322 0.477 0.589
-0.308 0.247 -0.553

---

[2]
C56H130BF4N7O2 | the ωB97M-V functional and the def2-TZVPD basis

LUMO energy (spin up / spin down)	-13.23 / -20.24	eV
multiplicity	2
largest force on an atom	4.0	eV/Å
total charge	+7
DFT total energy	-3166.81130	a.u.
Kohn-Sham gap (spin up / spin down)	9.631 / 2.624	eV
expectation value of S²	0.754

Atoms and positions in Å:
C: -1.393746 2.027951 -4.197948
C: -2.000987 1.045118 -5.312922
N: -3.076975 -0.008478 -4.792832
C: -4.326601 0.747088 -4.221111
C: -3.549788 -0.884095 -6.060782
C: -3.987553 -0.050221 -7.243564
C: -2.549243 -0.953672 -3.668372
C: -3.309933 -2.287205 -3.416710
O: -4.639295 -2.107196 -2.972822
C: -4.910011 -1.713257 -1.668571
H: -0.504769 2.453096 -4.663858
H: -1.007076 1.554275 -3.295608
H: -2.030311 2.870309 -3.927213
H: -1.261320 0.575282 -5.961174
H: -2.628147 1.726709 -5.887562
H: -5.238464 0.173045 -4.056543
H: -4.576295 1.600958 -4.850925
H: -3.899271 1.097624 -3.281630
H: -4.362802 -1.451613 -5.607972
H: -2.768644 -1.581012 -6.364472
H: -4.750866 0.674747 -6.960966
H: -4.521256 -0.587971 -8.027205
H: -3.277070 0.472789 -7.883704
H: -2.531460 -0.423487 -2.716168
H: -1.546074 -1.224954 -3.997277
H: -2.716598 -2.814969 -2.670041
H: -3.351794 -2.980577 -4.256694
H: -5.978103 -1.518927 -1.571033
H: -4.514484 -0.730610 -1.411513
H: -4.708052 -2.482931 -0.923635
C: -5.318647 2.213287 3.738222
C: -4.774109 3.276981 2.714566
N: -3.712220 2.601468 1.705305
C: -2.340519 2.261665 2.435193
C: -4.109169 1.242402 0.947069
C: -5.403710 1.286079 0.028701
C: -3.545453 3.795931 0.636221
C: -3.118822 5.220839 1.136996
O: -2.076770 5.294932 2.071350
C: -2.226287 6.509569 2.825869
H: -6.175943 2.570444 4.308826
H: -4.558024 1.905505 4.455733
H: -5.745121 1.414360 3.131649
H: -4.205498 4.106982 3.133954
H: -5.631878 3.698155 2.190218
H: -2.670090 1.674003 3.292021
H: -1.876753 3.182499 2.788856
H: -1.715146 1.597184 1.838984
H: -4.187436 0.518648 1.758339
H: -3.190016 0.976818 0.424848
H: -5.091238 1.753342 -0.905181
H: -6.126772 2.016138 0.392436
H: -6.006270 0.382218 -0.061151
H: -4.307035 3.710880 -0.138933
H: -2.759247 3.338039 0.035966
H: -3.993149 5.671126 1.607002
H: -2.823265 5.782984 0.251146
H: -3.144255 6.415451 3.406015
H: -2.279596 7.433494 2.250004
H: -1.450145 6.591597 3.586778
C: 0.244991 3.913219 0.132358
C: 1.663368 4.327618 -0.506542
C: 1.981654 3.265675 -1.662919
N: 3.456630 3.050998 -1.750814
C: 4.255214 4.396160 -1.834099
C: 3.824744 2.102708 -2.949859
C: 5.092152 1.372913 -2.619388
C: 5.344099 1.597280 -1.074226
C: 4.008321 2.126188 -0.601393
H: 0.422110 3.529363 1.137042
H: -0.289866 3.075213 -0.314602
H: -0.331133 4.817568 0.328120
H: 2.464488 4.423232 0.226378
H: 1.590303 5.298182 -0.997214
H: 1.682935 3.743604 -2.595899
H: 1.547699 2.282303 -1.481896
H: 3.991360 5.179103 -2.545081
H: 5.275933 4.103129 -2.079779
H: 4.100802 4.893035 -0.876301
H: 3.893594 2.802625 -3.782610
H: 2.990799 1.418794 -3.107652
H: 5.904006 1.842070 -3.175158
H: 4.954427 0.325475 -2.887749
H: 6.080273 2.358140 -0.814929
H: 5.667213 0.757043 -0.459651
H: 3.977570 2.590964 0.384067
H: 3.317949 1.283998 -0.554499
C: -0.764285 -1.152237 4.419569
C: -1.700434 -2.217263 3.823390
C: -3.001476 -2.306730 4.559044
N: -3.948997 -3.424229 4.055688
C: -3.303863 -4.867351 4.377502
C: -5.310949 -3.260174 4.726136
C: -6.213651 -2.498384 3.798078
C: -5.419630 -2.442240 2.439585
C: -4.278396 -3.407045 2.572911
H: -0.869714 -0.206372 3.888228
H: 0.308238 -1.336450 4.357514
H: -1.080516 -0.996658 5.451017
H: -1.172330 -3.163643 3.939854
H: -1.941086 -2.079524 2.769246
H: -3.546104 -1.363261 4.522421
H: -2.842163 -2.347319 5.636572
H: -2.863172 -4.827605 5.373650
H: -2.549931 -5.011984 3.603706
H: -4.014805 -5.661483 4.149421
H: -5.652981 -4.263492 4.980029
H: -5.155994 -2.741647 5.672296
H: -7.129956 -3.036149 3.554596
H: -6.373470 -1.506599 4.221070
H: -5.843865 -2.912907 1.552677
H: -4.965578 -1.514031 2.092643
H: -4.639169 -4.413232 2.359550
H: -3.383023 -3.400911 1.951322
C: 4.164858 -1.014778 1.879584
C: 2.914279 -1.718964 1.247149
C: 3.117944 -3.243214 1.339332
N: 1.966676 -4.120193 0.841552
C: 0.714284 -3.771386 1.700834
C: 2.412802 -5.577915 0.937128
C: 1.880029 -6.300045 -0.352276
C: 0.968811 -5.279761 -1.097149
C: 1.651958 -3.947819 -0.637597
H: 5.093186 -1.115268 1.317255
H: 4.361725 -1.414827 2.874224
H: 3.940537 0.051879 1.879371
H: 2.963689 -1.486994 0.183266
H: 1.950895 -1.328431 1.574964
H: 3.477881 -3.494156 2.337116
H: 3.932341 -3.642777 0.735008
H: -0.145275 -4.407471 1.489473
H: 0.444807 -2.732393 1.511148
H: 0.971452 -3.856865 2.756603
H: 1.989522 -6.018142 1.839972
H: 3.496210 -5.677683 1.003345
H: 1.291210 -7.208327 -0.224143
H: 2.704389 -6.543458 -1.022568
H: -0.053027 -5.334126 -0.721664
H: 0.903223 -5.422135 -2.175826
H: 1.023611 -3.058826 -0.692121
H: 2.556592 -3.746233 -1.211266
C: 1.706771 1.657350 3.656038
C: 2.636019 2.574807 4.400507
C: 2.151686 4.085220 4.492779
N: 2.924581 5.132306 5.313413
C: 2.491908 4.839448 6.793720
C: 2.685895 6.477482 4.804521
C: 3.665486 6.800258 3.699929
C: 4.805538 5.784977 3.820173
C: 4.515203 4.984548 5.118358
H: 2.199860 0.688281 3.579419
H: 1.715509 2.010116 2.624737
H: 0.742864 1.472915 4.130349
H: 3.627251 2.366359 3.997880
H: 2.842684 2.083140 5.351122
H: 1.178939 4.111635 4.983883
H: 2.103427 4.528634 3.498214
H: 3.166443 5.348217 7.482387
H: 2.608658 3.780501 7.024159
H: 1.456534 5.178603 6.826578
H: 2.694588 7.181167 5.636896
H: 1.667601 6.563416 4.425324
H: 3.914663 7.850716 3.850083
H: 3.242100 6.627602 2.710465
H: 5.812883 6.200170 3.851005
H: 4.850908 5.269713 2.860720
H: 4.923727 5.345843 6.062118
H: 4.815356 3.945300 4.984324
C: 2.562159 -1.331830 -3.373548
C: 2.856479 -2.791955 -3.677527
C: 3.226214 -2.937694 -5.130890
N: 3.233443 -4.451445 -5.591874
C: 2.908721 -4.577886 -7.120583
C: 4.605829 -5.069011 -5.347295
C: 4.387856 -6.647902 -5.524717
C: 2.811708 -6.818811 -5.302577
C: 2.311148 -5.392073 -4.859891
H: 2.437569 -1.150106 -2.306043
H: 1.580842 -0.996408 -3.709125
H: 3.346211 -0.723053 -3.823828
H: 1.877409 -3.256950 -3.562232
H: 3.706051 -3.145346 -3.093198
H: 4.234295 -2.630667 -5.409483
H: 2.538718 -2.465688 -5.832790
H: 2.939211 -5.595520 -7.509919
H: 3.701866 -3.984121 -7.574970
H: 1.956780 -4.075979 -7.293814
H: 5.348741 -4.615298 -6.003289
H: 4.954732 -4.899785 -4.328608
H: 4.526795 -6.924275 -6.569899
H: 4.936090 -7.338746 -4.884190
H: 2.312529 -7.252561 -6.169050
H: 2.676178 -7.523202 -4.481866
H: 1.230692 -5.283759 -4.954695
H: 2.552183 -5.403225 -3.796939
B: -0.529269 -0.055967 -0.064825
F: 0.499182 0.773680 0.382684
F: -1.143323 -0.811652 0.958580
F: -1.416034 0.679215 -0.834261
F: 0.012546 -0.958908 -1.000752

Cartesian forces (eV/Å) of the 3 atoms listed first:
0.356 -1.265 -0.921
-1.503 1.192 2.202
-0.683 -0.533 -0.784

---

[3]
C15H35N4OTa | the ωB97M-V functional and the def2-TZVPD basis

LUMO energy	0.51	eV
largest force on an atom	1.6	eV/Å
total charge	0
DFT total energy	-943.78388	a.u.
Kohn-Sham gap	7.489	eV
energy relative to the best compared isomer or geometry (same formula, charge and spin)	0.00	kcal per mole

Atoms and positions in Å:
Ta: 0.558392 -0.344491 0.610019
N: -0.177812 -1.015370 2.391487
N: 1.934463 1.111391 0.881849
N: -1.009479 -1.086461 -0.821350
N: 0.289177 0.608100 -1.457750
H: 1.083117 0.316065 3.435889
C: 0.407424 -0.531655 3.620603
H: 0.952038 -1.356911 4.103347
H: -0.334605 -0.187890 4.347622
H: -1.583696 -2.515372 2.924178
C: -0.613601 -2.402194 2.433297
H: 0.109308 -2.984820 3.027514
H: -0.730361 -2.825228 1.419885
C: 1.663386 2.528198 0.966610
H: 2.270790 3.045207 0.199744
H: 0.601997 2.762402 0.819216
H: 1.989206 2.893467 1.960573
H: 3.899508 1.522143 0.258165
C: 3.383384 0.899475 1.003521
H: 3.725058 1.195861 2.007619
H: 3.666795 -0.142680 0.815192
C: -2.236510 -1.933370 -0.905955
H: -2.706254 -1.868433 0.090297
C: -1.783347 -3.356534 -1.166148
H: -0.988425 -3.662998 -0.480098
H: -2.631837 -4.038655 -1.046873
H: -1.403742 -3.455269 -2.190215
C: -3.265778 -1.507464 -1.944283
H: -4.124593 -2.184586 -1.843614
H: -3.633262 -0.489411 -1.787841
H: -2.895157 -1.614238 -2.972163
H: 0.166146 2.965585 -3.979442
C: -0.231236 2.073887 -3.474194
H: -0.215360 1.253276 -4.204802
H: -1.263632 2.300316 -3.183326
C: 0.662249 1.795965 -2.266776
H: 0.588068 2.670237 -1.594104
C: 2.104227 1.613928 -2.680487
H: 2.743944 1.392241 -1.818608
H: 2.195093 0.788547 -3.398555
H: 2.470430 2.527529 -3.165721
H: -1.488612 0.101294 -2.545402
C: -0.798476 -0.113794 -1.713715
C: -1.259325 1.087910 1.179911
H: -1.949579 0.274532 1.477520
H: -0.742328 1.493106 2.063419
C: -1.792380 2.043860 0.217507
H: -1.208902 2.959693 0.052835
C: -2.969143 1.872004 -0.431941
H: -3.638470 1.057012 -0.179589
H: -3.324202 2.622180 -1.146565
C: 2.747499 -2.047848 2.061977
O: 1.895675 -1.659986 0.965500
H: 2.978466 -1.166787 2.691235
H: 3.714834 -2.484121 1.726661
H: 2.199429 -2.798847 2.646323

Cartesian forces (eV/Å) of the 3 atoms listed first:
-1.243 0.856 -0.643
0.111 -0.183 -0.251
-0.264 -0.923 0.503

---

[4]
F3H4HfO2Pb | the ωB97M-V functional and the def2-TZVPD basis

LUMO energy	-15.40	eV
largest force on an atom	19.0	eV/Å
total charge	+3
DFT total energy	-691.97107	a.u.
Kohn-Sham gap	8.331	eV
energy relative to the best compared isomer or geometry (same formula, charge and spin)	35.37	kcal per mole

Atoms and positions in Å:
Pb: 2.200632 -0.503228 -1.057394
Hf: -1.379004 -0.470457 -0.146842
F: -0.888115 -0.635213 -1.864007
F: 0.370725 -0.340281 -0.219784
F: -0.757009 -1.472776 1.199187
O: 1.230549 -0.513680 1.805390
H: 1.011232 0.417169 1.764758
H: 0.808503 -0.893545 1.034798
O: -1.012944 1.128831 -0.720121
H: -1.106142 1.983992 -0.300309
H: -0.478426 1.299189 -1.495675

Cartesian forces (eV/Å) of the 3 atoms listed first:
5.090 -0.817 -1.235
-14.720 -11.261 4.247
-0.190 -2.649 -5.209